Record 1
Entry from the Open Molecules 2025 dataset: a cluster of 20 separate species, C2H42O21 in total at a distorted geometry (the ωB97M-V functional and the def2-TZVPD basis).

ΔE to the lowest compared entry with this formula, charge and spin   64.9 kcal/mol
Charge   -2
Frontier orbital gap   0.2771 Ha
HOMO   -3.18 eV

```
65
Properties=species:S:1:pos:R:3:forces:R:3:mulliken_charge:R:1
H -2.874 1.128 0.102 0.381 1.896 -0.583 0.319
H 0.115 -1.495 -3.107 -0.046 0.652 -0.746 0.354
O 1.230 1.686 -0.215 0.429 0.843 0.497 -0.055
H -0.005 0.937 -2.818 -0.174 -0.416 -0.172 0.553
H -0.043 -2.812 2.212 -0.788 -1.302 0.085 0.404
H 0.898 -0.809 1.048 0.299 0.274 0.391 0.580
H -3.726 -3.766 1.218 -1.695 -1.949 -0.580 0.215
H 2.293 0.575 -1.176 -0.600 1.124 -0.040 0.268
H 0.040 3.325 -2.628 0.884 -1.238 0.693 0.259
H -2.844 -2.792 0.365 -0.755 -0.075 -1.533 0.471
H 2.520 3.786 1.411 0.616 0.935 -0.605 0.293
O 3.066 0.304 -1.667 0.295 -1.383 0.175 -0.724
O -1.553 -0.923 2.449 -1.154 0.002 2.504 -0.733
O -0.677 2.262 3.278 -0.184 0.698 0.081 -0.707
O 0.590 2.505 -2.628 -0.481 0.542 -0.228 -0.748
H -0.129 -2.492 -0.341 -0.503 -0.162 0.569 -0.081
H 0.839 2.144 -1.705 -0.020 1.292 -0.287 0.317
H -2.000 2.853 -1.080 2.284 0.206 -0.281 0.148
O -3.104 -3.098 1.237 1.581 1.882 2.291 -0.669
H -2.400 -0.089 0.790 -0.362 -0.198 0.015 0.498
O 3.484 2.930 -1.080 0.411 0.777 1.221 -0.660
C 0.100 0.997 0.177 1.207 -0.479 -3.907 4.014
H 2.796 2.335 -0.736 -0.028 -0.072 -0.656 0.156
H -0.720 1.298 -0.561 0.367 -1.061 0.708 -0.649
O -3.416 -0.027 -2.225 -1.445 1.373 -0.260 -0.659
H 3.907 3.157 -0.232 0.155 0.000 -0.670 0.299
O -2.664 -2.302 -1.216 0.037 -1.252 0.575 -0.957
H 2.526 0.832 1.019 -1.737 1.132 -1.167 0.290
H 3.686 1.411 1.948 -1.261 -1.017 -0.992 0.310
H -4.259 0.422 -2.009 0.061 -0.829 -0.470 0.385
H -0.329 -0.335 -1.961 -0.241 -0.104 0.933 0.041
H -2.294 -1.563 2.613 1.108 0.824 -0.672 0.339
H -3.011 -1.437 -1.434 -0.608 0.448 -0.471 0.665
H -0.192 2.092 2.473 0.312 0.490 -0.179 0.115
H 3.103 -0.588 -1.267 0.988 0.162 -0.918 0.485
O -2.894 2.601 -1.154 -1.011 -1.450 -0.287 -0.681
O 1.902 3.223 1.839 -0.327 -0.474 1.208 -0.714
O 0.001 -3.457 -0.527 -1.302 -0.496 -1.604 -0.713
H -1.232 -1.037 1.557 0.265 -0.780 -1.472 -0.909
H -3.309 3.427 -1.066 -1.365 1.582 0.106 0.334
H -1.410 -3.254 1.773 -0.384 -0.528 -0.165 0.337
O -0.397 0.035 -2.830 -0.530 1.172 -0.965 -0.887
H 2.857 -1.845 2.519 0.040 1.038 0.122 0.247
C 0.412 -0.491 0.114 -1.669 -0.487 1.046 -2.247
H 0.145 -2.593 -2.109 -0.477 -1.173 1.133 0.449
O 3.318 0.629 1.460 3.161 -0.412 2.377 -0.683
H 2.779 -3.347 2.518 0.027 0.480 -0.645 0.269
H 3.408 -2.779 -0.054 0.185 0.005 0.651 0.236
H -0.229 1.303 1.101 -1.001 0.197 2.441 -0.551
O 2.953 -2.583 1.930 -0.092 -1.537 0.737 -0.574
H -0.590 1.424 3.707 -0.274 -0.954 0.553 0.318
H -1.521 3.880 0.315 -0.096 0.605 0.457 0.309
O -0.623 -3.622 2.194 1.639 1.112 0.762 -0.796
H 1.078 -0.828 -0.662 0.457 0.961 -0.829 -0.540
O -0.764 -1.193 -0.058 -0.171 0.694 0.848 1.024
H 1.705 2.562 1.142 -0.298 0.001 -0.635 -0.004
H 2.223 -1.904 -0.432 0.553 -0.860 -0.191 0.674
O 3.007 -2.354 -0.803 -0.452 0.235 -0.477 -0.672
O -3.207 0.345 0.473 -0.666 -1.302 1.063 -0.808
H -2.919 0.542 -1.628 1.003 -0.347 -0.226 0.168
O 0.550 -2.316 -2.907 1.138 -0.575 -1.414 -0.829
H -1.905 -2.028 -0.659 0.333 0.025 -0.938 0.358
H 0.711 -3.777 -0.034 1.667 -0.707 1.208 0.289
H -0.367 3.047 0.086 1.508 -1.076 0.065 0.226
O -0.636 3.939 -0.057 -1.190 1.036 -0.252 -0.768
```
Positions in Å, forces in eV/Å.

Record 2
Entry from the Open Molecules 2025 dataset: a structure of composition C2H4AlBBeBr2CaCl2F4O6 at a distorted geometry (the ωB97M-V functional and the def2-TZVPD basis).

Frontier orbital gap   0.2127 Ha
HOMO   -10.06 eV

```
24
Properties=species:S:1:pos:R:3:forces:R:3:mulliken_charge:R:1
Cl 1.318 -1.589 2.576 -0.761 0.607 0.191 1.687
H 1.122 -1.614 -0.472 0.309 -0.060 -0.649 0.049
H -1.703 -0.080 0.524 -0.073 0.114 0.078 0.089
O 1.199 -2.450 3.696 0.249 -0.133 -0.005 -0.649
F -0.624 3.314 -2.024 0.165 -0.420 -0.477 -0.415
C -2.048 -1.824 -0.702 -0.998 -0.795 1.987 0.680
C -2.306 -0.979 0.518 0.643 0.657 -0.479 -0.581
O -1.278 -1.301 -1.753 -0.395 0.310 -0.061 -0.272
F -1.593 5.521 -0.671 -0.421 0.468 -0.102 -0.345
O 2.360 -2.064 1.650 -0.035 0.032 -0.527 -0.687
F -1.043 3.154 0.639 -0.123 -0.538 0.364 -0.360
O 1.678 -0.246 2.943 -0.028 -0.282 0.297 -0.623
Cl 0.796 0.735 0.347 -0.674 2.375 -0.007 0.237
H -3.357 -0.696 0.523 -0.060 -0.104 -0.150 0.371
Br -2.636 -1.087 -2.957 0.228 0.610 -1.391 -0.009
F 0.992 4.663 -0.335 0.608 0.049 -0.015 -0.386
O -2.592 -2.874 -0.826 0.468 -0.514 -0.204 -0.488
Be 4.687 -0.659 -2.307 -0.680 0.039 0.641 0.198
Al -0.596 4.204 -0.581 0.102 -0.037 -0.051 0.522
B 1.590 -0.598 -0.116 -0.076 -2.278 0.353 0.278
Br 3.603 -0.387 -0.273 1.652 0.213 -0.700 -0.015
H -2.083 -1.555 1.404 -0.076 -0.170 0.053 0.272
Ca 2.443 -0.028 -3.621 -0.497 0.298 0.330 1.076
O 0.073 -1.558 1.817 0.473 -0.437 0.525 -0.628
```
Positions in Å, forces in eV/Å.

Record 3
Entry from the Open Molecules 2025 dataset: a structure of composition C2H4BiO3 at a distorted geometry (the ωB97M-V functional and the def2-TZVPD basis).

Charge   +3
Frontier orbital gap   0.2287 Ha
HOMO   -26.07 eV

```
10
Properties=species:S:1:pos:R:3:forces:R:3:mulliken_charge:R:1
O -0.422 0.931 -1.399 -1.529 0.842 1.380 -0.233
H -1.502 -1.310 -0.487 0.318 0.832 -0.272 0.398
C -0.720 -1.360 0.275 -1.164 -2.459 -0.072 -0.538
H -1.197 -1.425 1.256 0.355 -0.278 0.076 0.308
O 0.868 1.735 0.162 1.590 2.469 1.684 -0.338
H 0.589 2.549 0.608 0.257 1.462 0.606 0.462
C -0.127 0.903 -0.233 -0.048 -1.928 -5.905 0.765
H -0.081 -2.203 -0.002 -0.264 -0.188 0.564 0.307
O 0.188 -0.236 0.368 0.950 -0.370 1.729 -0.309
Bi 2.406 0.417 -0.547 -0.466 -0.383 0.210 2.179
```
Positions in Å, forces in eV/Å.

Record 4
Entry from the Open Molecules 2025 dataset: a structure of composition C2H4BrClIN at a distorted geometry (the ωB97M-V functional and the def2-TZVPD basis).

ΔE to the lowest compared entry with this formula, charge and spin   71.2 kcal/mol
Frontier orbital gap (alpha / beta)   0.2941 / 0.2849 Ha
HOMO (alpha / beta)   -8.66 / -8.47 eV

```
10
Properties=species:S:1:pos:R:3:forces:R:3:mulliken_charge:R:1
H -1.124 1.654 0.644 -2.865 1.859 -0.330 0.317
C -0.237 1.205 0.820 2.590 -2.287 3.011 -0.553
N 0.343 0.908 -0.401 -0.029 -1.660 -2.822 -0.486
H 0.451 1.730 1.543 -0.792 -0.108 -0.811 0.287
I 2.307 0.489 -0.311 0.784 0.300 0.071 0.151
Br 0.120 -1.964 0.685 0.074 -1.060 0.670 0.015
Cl -1.737 -1.645 -1.653 0.114 0.576 0.328 -0.120
H 0.529 -1.379 -1.745 0.748 0.211 0.190 0.348
C -0.187 -1.238 -0.960 -0.712 1.462 -0.197 -0.152
H -0.465 0.242 1.379 0.088 0.707 -0.110 0.192
```
Positions in Å, forces in eV/Å.

Record 5
Entry from the Open Molecules 2025 dataset: a cluster of 2 separate species, C2H4BrFO in total at a distorted geometry (the ωB97M-V functional and the def2-TZVPD basis).

ΔE to the lowest compared entry with this formula, charge and spin   79.4 kcal/mol
Frontier orbital gap   0.3327 Ha
HOMO   -8.42 eV

```
9
Properties=species:S:1:pos:R:3:forces:R:3:mulliken_charge:R:1
C 0.886 -0.775 -0.468 -1.592 2.780 1.984 -0.099
H -1.121 0.082 -0.942 -1.306 0.400 -1.286 0.414
C -0.995 0.324 0.064 3.896 -0.438 -1.311 -0.444
H 1.105 -0.864 -1.508 -0.636 -0.911 -0.833 0.278
Br 2.451 0.295 -0.005 -0.124 -0.108 0.502 -0.169
H -1.255 -0.358 0.795 -0.736 -1.412 1.286 0.299
O -0.874 1.606 0.441 -0.067 -0.369 -0.980 -0.400
H -0.962 1.602 1.383 0.176 0.420 0.947 0.343
F 0.766 -1.912 0.240 0.390 -0.362 -0.309 -0.222
```
Positions in Å, forces in eV/Å.

Record 6
Entry from the Open Molecules 2025 dataset: an isolated molecule of C2H4BrFO at a distorted geometry (the ωB97M-V functional and the def2-TZVPD basis).

ΔE to the lowest compared entry with this formula, charge and spin   118.7 kcal/mol
Frontier orbital gap (alpha / beta)   0.3002 / 0.2609 Ha
HOMO (alpha / beta)   -8.20 / -7.35 eV

```
9
Properties=species:S:1:pos:R:3:forces:R:3:mulliken_charge:R:1
H -0.695 -1.679 1.069 -0.571 0.422 0.067 0.311
O 0.456 -0.114 1.099 1.836 -0.679 0.955 -0.398
H -1.667 -0.089 1.563 1.868 -0.721 -1.024 0.283
H 0.714 0.374 -2.610 -0.363 0.235 -0.435 0.156
H 0.416 0.805 1.013 0.337 2.465 -0.117 0.330
C -0.759 -0.584 1.014 -3.020 -1.303 0.117 -0.437
Br -1.167 -0.368 -1.254 -1.056 -0.421 0.329 0.071
C -0.377 0.521 -2.788 1.178 -0.660 0.018 -0.154
F -0.633 1.817 -2.895 -0.210 0.661 0.089 -0.161
```
Positions in Å, forces in eV/Å.

Record 7
Entry from the Open Molecules 2025 dataset: a cluster of 2 separate species, C2H4BrFO3 in total at a distorted geometry (the ωB97M-V functional and the def2-TZVPD basis).

⟨S²⟩   2.005
Multiplicity   3
Frontier orbital gap (alpha / beta)   0.2098 / 0.2568 Ha
HOMO (alpha / beta)   -5.28 / -11.25 eV

```
11
Properties=species:S:1:pos:R:3:forces:R:3:mulliken_charge:R:1
H 0.541 -0.549 1.998 0.049 -0.143 0.150 0.336
C -1.937 -0.520 -1.287 1.121 4.050 -4.149 -0.161
O 1.476 -0.307 1.906 -0.142 -1.282 0.743 -0.401
O 0.546 1.065 0.409 0.260 -0.762 -0.326 -0.531
Br -1.500 -1.801 0.187 1.193 -3.193 3.745 -0.007
F -2.228 -1.206 -2.398 -0.419 -1.903 -1.863 -0.255
O 2.746 1.099 0.851 0.050 -1.688 1.064 -0.443
C 1.510 0.587 0.968 -0.274 2.666 -0.253 0.698
H -1.019 0.113 -1.630 -1.515 -0.249 1.364 0.155
H -2.878 -0.066 -1.056 -0.375 1.319 0.898 0.267
H 2.742 1.586 0.053 0.052 1.184 -1.374 0.344
```
Positions in Å, forces in eV/Å.

Record 8
Entry from the Open Molecules 2025 dataset: an isolated molecule of C2H4BrI at a distorted geometry (the ωB97M-V functional and the def2-TZVPD basis).

ΔE to the lowest compared entry with this formula, charge and spin   34.9 kcal/mol
Frontier orbital gap   0.3559 Ha
HOMO   -9.42 eV

```
8
Properties=species:S:1:pos:R:3:forces:R:3:mulliken_charge:R:1
C 0.599 0.239 0.522 -2.465 -0.650 -1.109 -0.490
H -0.541 -1.127 -1.127 0.413 -0.302 -0.436 0.343
Br 0.958 2.105 0.315 -0.301 0.854 -0.402 -0.088
H -1.434 0.474 -0.990 1.164 -0.762 0.637 0.263
H -1.531 -0.765 0.284 -0.194 -0.243 0.271 0.273
C -0.875 -0.360 -0.467 1.623 2.526 2.176 -0.792
H 0.521 0.228 1.641 -0.301 -0.979 -1.319 0.383
I 2.305 -0.794 -0.178 0.061 -0.445 0.181 0.107
```
Positions in Å, forces in eV/Å.

Record 9
Entry from the Open Molecules 2025 dataset: a structure of composition C2H4BrI at a distorted geometry (the ωB97M-V functional and the def2-TZVPD basis).

ΔE to the lowest compared entry with this formula, charge and spin   86.8 kcal/mol
Frontier orbital gap (alpha / beta)   0.2902 / 0.3000 Ha
HOMO (alpha / beta)   -8.51 / -8.46 eV

```
8
Properties=species:S:1:pos:R:3:forces:R:3:mulliken_charge:R:1
H -0.812 1.708 -0.025 0.744 0.243 0.059 0.310
C 0.177 1.300 -0.246 0.487 -2.626 1.252 -0.772
H 1.049 1.264 0.482 -1.613 0.503 -0.779 0.302
C -0.405 -0.987 0.365 1.261 2.013 -1.002 -0.552
Br 1.006 -1.486 1.537 -0.094 0.003 0.158 -0.069
H -1.358 -1.321 0.759 -0.085 0.604 0.099 0.356
H 0.514 1.227 -1.299 -0.609 -0.111 0.756 0.332
I -0.171 -1.704 -1.573 -0.092 -0.629 -0.541 0.092
```
Positions in Å, forces in eV/Å.

Record 10
Entry from the Open Molecules 2025 dataset: a structure of composition C2H4BrOP at a distorted geometry (the ωB97M-V functional and the def2-TZVPD basis).

ΔE to the lowest compared entry with this formula, charge and spin   68.1 kcal/mol
Frontier orbital gap (alpha / beta)   0.3236 / 0.2321 Ha
HOMO (alpha / beta)   -8.81 / -7.02 eV

```
9
Properties=species:S:1:pos:R:3:forces:R:3:mulliken_charge:R:1
P -3.284 0.766 -0.309 -1.027 -1.408 -0.588 0.280
H 0.675 0.975 -0.407 0.044 0.025 0.003 0.307
C 0.466 -0.906 0.571 0.034 0.014 -0.829 -0.257
H 1.701 -0.282 -1.097 -0.085 -0.138 0.032 0.272
C 1.279 0.101 -0.161 -0.203 0.190 0.269 -0.802
O -2.652 1.989 0.143 0.867 1.667 0.595 -0.359
Br -1.227 -1.280 -0.198 0.406 -0.378 0.256 -0.118
H 2.110 0.419 0.464 0.127 0.046 0.073 0.281
H 0.933 -1.783 0.994 -0.164 -0.018 0.190 0.396
```
Positions in Å, forces in eV/Å.

Record 11
Entry from the Open Molecules 2025 dataset: a structure of composition C2H4CeF3NO5S2 at a distorted geometry (the ωB97M-V functional and the def2-TZVPD basis).

ΔE to the lowest compared entry with this formula, charge and spin   160.4 kcal/mol
⟨S²⟩   0.751
Multiplicity   2
Charge   +1
Frontier orbital gap (alpha / beta)   0.3234 / 0.3242 Ha
HOMO (alpha / beta)   -13.94 / -13.95 eV

```
18
Properties=species:S:1:pos:R:3:forces:R:3:mulliken_charge:R:1
O -0.776 0.329 -1.162 1.857 -0.652 -1.599 -0.592
S 1.182 -1.385 0.320 -3.482 -0.958 -0.893 0.748
O -1.155 -2.567 -4.132 0.562 0.526 1.934 -0.772
F 1.011 3.542 -0.559 -0.806 -0.055 -0.293 -0.186
Ce -0.506 -1.866 -2.177 -0.504 0.103 -0.749 1.800
N 0.463 0.102 0.872 -2.088 1.611 3.357 -0.329
F 0.900 2.982 1.501 -0.503 -0.673 0.066 -0.193
S -0.237 1.213 -0.082 -3.546 1.067 -1.915 1.107
H -1.396 -1.169 2.025 1.822 -1.729 -0.847 0.314
H -1.637 -3.365 -4.345 -0.183 -0.228 -0.546 0.295
H 0.328 -0.204 2.899 1.309 -2.946 0.171 0.319
O 1.533 -1.196 -1.146 0.525 0.222 0.814 -0.559
O -0.246 -2.079 0.246 2.388 -1.134 -1.448 -0.620
C 1.069 2.526 0.276 1.753 1.105 -1.198 0.694
C -0.447 -0.662 2.261 0.870 1.312 0.252 -0.569
F 2.285 2.030 0.154 0.405 -0.789 0.236 -0.211
H -1.038 -0.425 3.162 -1.573 3.899 -0.069 0.309
O -1.331 2.195 -0.114 1.193 -0.680 2.726 -0.554
```
Positions in Å, forces in eV/Å.

Record 12
Entry from the Open Molecules 2025 dataset: a structure of composition C2H4CeO at a distorted geometry (the ωB97M-V functional and the def2-TZVPD basis).

ΔE to the lowest compared entry with this formula, charge and spin   20.8 kcal/mol
⟨S²⟩   2.006
Multiplicity   3
Charge   +2
Frontier orbital gap (alpha / beta)   0.3566 / 0.3148 Ha
HOMO (alpha / beta)   -21.03 / -20.75 eV

```
8
Properties=species:S:1:pos:R:3:forces:R:3:mulliken_charge:R:1
H -0.689 1.155 1.001 -0.133 0.023 -0.139 0.466
H -1.074 -1.287 0.881 -0.113 0.050 -0.137 0.436
C -0.814 0.651 0.037 -0.009 -0.228 0.015 -0.862
C -1.029 -0.678 -0.026 -0.083 0.306 0.067 -0.671
H -0.834 1.268 -0.866 -0.114 0.008 0.160 0.467
Ce 1.828 -0.335 -0.239 3.195 0.578 0.287 2.043
O 3.834 0.399 0.192 -2.676 -0.764 -0.406 -0.329
H -1.222 -1.174 -0.981 -0.068 0.027 0.155 0.450
```
Positions in Å, forces in eV/Å.

no.,DFT total energy (eV)
1,-45753.10387
2,-216531.92444
3,-14077.78612
4,-94290.32868
5,-76943.08554
6,-76941.38476
7,-81035.83481
8,-80280.56275
9,-80278.30962
10,-83514.60479
11,-56604.78733
12,-17092.39418